No. 1
Molecular formula: C5H8FNO
Method: DFT, the ωB97M-V functional and the def2-TZVPD basis

```
16
Properties=species:S:1:pos:R:3:lowdin_charge:R:1
C 0.59 2.94 0.18 -0.0010
C 0.33 1.49 -0.20 -0.5130
O 0.91 0.95 -1.14 0.0468
N -0.59 0.84 0.58 0.0612
C -1.13 -0.43 0.29 -0.0607
C -0.38 -1.52 0.14 -0.3070
C 1.10 -1.68 0.27 -0.0079
F -1.02 -2.65 -0.23 0.0413
H 1.62 3.19 -0.06 0.0875
H -0.06 3.55 -0.42 0.0784
H 0.38 3.17 1.23 0.0753
H -1.09 1.41 1.25 0.1349
H -2.21 -0.50 0.15 0.1293
H 1.49 -0.91 0.86 0.0616
H 1.29 -2.64 0.72 0.0829
H 1.58 -1.66 -0.70 0.0903
```

- calculated total energy (eV) = -11569.70499
- E_HOMO (Ha) = -0.3307
- HOMO-LUMO gap (hartree) = 0.358
- SMILES = CC(=O)N/C=C(\C)F
- total charge = 0



No. 2
Molecular formula: C5H8FNS
Method: DFT, the ωB97M-V functional and the def2-TZVPD basis

```
16
Properties=species:S:1:pos:R:3:lowdin_charge:R:1
C 1.38 1.56 -0.05 -0.1079
N 0.47 0.70 -0.86 -0.0572
C -0.21 -0.36 -0.12 -0.5258
C 0.52 -1.57 0.23 -0.5882
S 2.05 -1.94 -0.13 0.7067
C -1.28 0.11 0.83 0.0124
C -1.67 -0.52 -0.51 -0.1862
F -2.13 -1.81 -0.45 -0.0030
H 1.76 2.43 -0.66 0.0909
H 0.84 2.02 0.79 0.0706
H 2.15 0.88 0.39 0.0582
H 1.04 0.24 -1.51 0.0598
H -0.13 -2.40 0.72 0.1013
H -1.40 -0.47 1.75 0.1244
H -1.33 1.17 0.96 0.0985
H -2.06 -0.04 -1.38 0.1454
```

- calculated total energy (eV) = -20355.42384
- E_HOMO (Ha) = -0.3238
- HOMO-LUMO gap (hartree) = 0.314
- SMILES = CN[C@@]1(C=S)C[C@@H]1F
- total charge = 0



No. 3
Molecular formula: C5H8FNS
Method: DFT, the ωB97M-V functional and the def2-TZVPD basis

```
16
Properties=species:S:1:pos:R:3:lowdin_charge:R:1
C -0.07 1.86 0.20 -0.0691
N 1.13 1.18 -0.24 -0.0684
C 1.49 -0.06 0.01 -0.8586
S 2.86 -0.78 -0.67 0.5756
C 0.64 -0.92 0.89 -0.1447
C -0.61 -1.33 0.62 -0.0664
C -1.41 -1.11 -0.68 -0.1976
F -0.90 -0.18 -1.53 -0.0475
H -0.95 1.74 -0.48 0.0930
H -0.33 1.44 1.19 0.0888
H 0.20 2.91 0.31 0.0842
H 1.70 1.70 -0.95 0.1505
H 1.11 -1.41 1.77 0.1217
H -1.00 -2.15 1.22 0.1031
H -1.44 -2.05 -1.24 0.1261
H -2.43 -0.83 -0.42 0.1095
```

- calculated total energy (eV) = -20356.37839
- E_HOMO (Ha) = -0.2952
- HOMO-LUMO gap (hartree) = 0.317
- SMILES = CNC(=S)/C=C\CF
- total charge = 0



No. 4
Molecular formula: C5H8FO4
Method: DFT, the ωB97M-V functional and the def2-TZVPD basis

```
18
Properties=species:S:1:pos:R:3:lowdin_charge:R:1
C -0.75 -1.40 1.25 -0.4085
O 0.54 -1.08 0.80 -0.2444
C -1.52 -2.33 0.31 -0.1180
H -0.67 -1.89 2.24 0.0973
H -1.35 -0.48 1.41 0.0968
H -2.50 -2.57 0.73 0.0591
H -1.66 -1.87 -0.68 0.0611
H -0.97 -3.27 0.17 0.0639
C 1.44 2.80 -1.19 -0.7251
O 2.27 2.10 -0.49 -0.0408
C 1.11 0.59 0.22 -0.1406
C 0.04 0.98 -0.80 -0.1231
O 0.15 2.37 -1.03 -0.0255
O 1.70 3.53 -2.14 0.0237
F 0.90 1.25 1.43 0.0209
H 2.02 0.04 -0.08 0.1432
H 0.23 0.44 -1.74 0.1386
H -0.97 0.79 -0.42 0.1213
```

- calculated total energy (eV) = -16221.75607
- E_HOMO (Ha) = -0.1890
- HOMO-LUMO gap (hartree) = 0.326
- total charge = -1



No. 5
Molecular formula: C5H8FO4Yb
Method: DFT, the ωB97M-V functional and the def2-TZVPD basis

```
19
Properties=species:S:1:pos:R:3:lowdin_charge:R:1
O 0.41 0.00 -0.84 -0.2583
C 1.43 -0.88 -1.00 -0.3905
C 1.22 -1.97 0.04 -0.0555
O 0.55 -1.31 1.11 0.0394
C -0.49 -0.56 0.64 -0.6764
O -1.51 -1.36 0.29 0.0451
O -0.72 0.54 1.23 -0.1928
C -2.78 -0.77 -0.04 -0.1958
H 2.16 -2.39 0.41 0.1524
F 2.66 -0.24 -0.74 -0.0250
H 1.51 -1.26 -2.03 0.1707
H 0.58 -2.76 -0.38 0.1465
H -3.51 -1.55 0.17 0.1391
H -2.96 0.08 0.63 0.1227
C -2.85 -0.34 -1.49 -0.0581
H -3.87 0.00 -1.71 0.0924
H -2.17 0.50 -1.71 0.0585
H -2.62 -1.18 -2.16 0.0936
Yb 0.45 2.18 0.16 1.7919
```

- calculated total energy (eV) = -47742.83764
- 2S+1 = 3
- E_HOMO (spin up / spin down) (Ha) = -0.4382 / -0.5275
- HOMO-LUMO gap (spin up / spin down) (hartree) = 0.264 / 0.248
- total charge = +1



No. 6
Molecular formula: C5H8IN
Method: DFT, the ωB97M-V functional and the def2-TZVPD basis

```
15
Properties=species:S:1:pos:R:3:lowdin_charge:R:1
C -0.37 -1.04 0.30 -0.2279
C 0.12 0.33 0.22 -0.0485
C -1.53 -1.25 -0.75 -0.0778
C -1.77 -1.46 0.73 -0.0869
C 1.50 2.22 -0.16 -0.2037
N 1.15 0.93 0.24 -0.2416
I 3.46 -0.15 0.23 0.1470
H 0.39 -1.89 0.27 0.1500
H -1.68 -0.30 -1.20 0.0903
H -1.49 -2.03 -1.42 0.0743
H -1.99 -2.45 1.10 0.1090
H -2.24 -0.68 1.22 0.0790
H 0.58 2.81 -0.12 0.0947
H 2.17 2.69 0.52 0.0685
H 1.70 2.27 -1.18 0.0736
```

- calculated total energy (eV) = -14901.83275
- E_HOMO (spin up / spin down) (Ha) = -0.2906 / -0.2970
- HOMO-LUMO gap (spin up / spin down) (hartree) = 0.256 / 0.269
- total charge = 0



No. 7
Molecular formula: C5H8IN6
Method: DFT, the ωB97M-V functional and the def2-TZVPD basis

```
20
Properties=species:S:1:pos:R:3:lowdin_charge:R:1
H 0.79 1.73 1.23 0.0576
N 0.03 1.24 1.68 0.1693
C -0.90 0.80 0.99 -0.5130
N -1.99 0.19 1.49 0.1570
N -1.05 0.99 -0.49 0.1632
C -0.31 0.67 -1.51 -0.0639
N 0.71 -0.16 -1.58 0.1543
C 1.44 -0.80 -0.56 -0.3280
C 1.67 -2.17 -0.40 -0.0433
C 2.51 -2.24 0.69 -0.7783
I 3.34 -3.88 1.67 0.9361
N 2.75 -0.97 1.09 -0.0155
N 2.11 -0.09 0.34 0.0909
H -2.66 -0.29 0.92 0.1103
H -2.01 0.05 2.49 0.1214
H -1.83 1.61 -0.69 0.1665
H -0.60 1.10 -2.47 0.1699
H 1.11 -0.29 -2.51 0.1765
H 1.29 -2.99 -0.97 0.1070
H 3.33 -0.66 1.86 0.1622
```

- calculated total energy (eV) = -22349.13084
- E_HOMO (Ha) = -0.4499
- HOMO-LUMO gap (hartree) = 0.323
- SMILES = [H]/N=C(N)\[NH+]=C/Nc1cc(I)[nH]n1
- total charge = +1



No. 8
Molecular formula: C5H8MgNdO5
Method: DFT, the ωB97M-V functional and the def2-TZVPD basis

```
20
Properties=species:S:1:pos:R:3:lowdin_charge:R:1
C 2.07 -1.34 -0.13 -0.5153
O 3.16 -1.78 -0.55 -0.2580
O 1.74 -0.13 -0.19 -0.1675
Mg 4.53 -3.02 0.12 0.9421
O -0.79 -0.67 1.87 -0.3881
C -1.72 -1.66 1.87 -0.2690
C -2.35 -1.84 0.54 0.0829
O -2.28 -0.79 -0.16 -0.0640
C -3.06 -0.31 -1.29 -0.0381
C -3.09 1.21 -1.07 -0.2754
O -1.85 1.68 -0.71 -0.4272
Nd -0.39 1.00 0.61 2.0672
H -2.59 -1.56 2.57 0.1862
H -1.31 -2.66 2.13 0.1675
H -3.14 -2.57 0.34 0.1931
H 1.26 -2.16 -0.01 0.1547
H -4.04 -0.80 -1.28 0.1587
H -2.47 -0.58 -2.17 0.1576
H -3.86 1.42 -0.30 0.1408
H -3.45 1.65 -2.02 0.1519
```

- calculated total energy (eV) = -36258.18701
- 2S+1 = 5
- E_HOMO (spin up / spin down) (Ha) = -0.4736 / -0.6394
- HOMO-LUMO gap (spin up / spin down) (hartree) = 0.154 / 0.320
- total charge = +2



No. 9
Molecular formula: C5H8N
Method: DFT, the ωB97M-V functional and the def2-TZVPD basis

```
14
Properties=species:S:1:pos:R:3:lowdin_charge:R:1
C 1.59 -0.34 -1.68 0.1811
N 0.51 -0.59 -1.16 -0.0058
C -0.78 -1.13 -1.47 -0.0013
C -0.60 -0.50 -0.12 -0.0403
C -1.08 0.15 0.95 -0.0708
C -0.33 1.05 1.79 -0.0750
H 1.88 -0.71 -2.59 0.0946
H 2.43 0.02 -1.01 0.1549
H -1.01 -2.24 -1.55 0.1637
H -1.24 -0.59 -2.25 0.1203
H -2.10 -0.22 1.31 0.1654
H -1.09 1.75 2.21 0.1155
H 0.44 1.59 1.24 0.0925
H 0.14 0.52 2.62 0.1054
```

- calculated total energy (eV) = -6794.17277
- E_HOMO (Ha) = -0.5383
- HOMO-LUMO gap (hartree) = 0.350
- SMILES = C=[N+]1C/C1=C/C
- total charge = +1



No. 10
Molecular formula: C5H8N
Method: DFT, the ωB97M-V functional and the def2-TZVPD basis

```
14
Properties=species:S:1:pos:R:3:lowdin_charge:R:1
C 0.41 1.52 0.02 0.0098
C 0.82 -0.45 0.04 -0.3131
C 0.92 -1.75 0.08 0.1374
C 1.72 0.79 -0.04 -0.0416
C -2.49 -0.06 -0.04 0.3567
N -0.28 0.44 0.08 0.1119
H 0.11 2.55 0.01 0.1404
H 0.07 -2.40 0.15 0.0757
H 1.89 -2.23 0.04 0.0869
H 2.25 0.90 -0.98 0.1352
H 2.39 0.94 0.80 0.1339
H -2.38 -0.82 -0.80 0.0549
H -2.83 0.92 -0.34 0.0550
H -2.60 -0.35 0.99 0.0569
```

- calculated total energy (eV) = -6793.71622
- E_HOMO (Ha) = -0.5255
- HOMO-LUMO gap (hartree) = 0.311
- total charge = +1



No. 11
Molecular formula: C5H8N
Method: DFT, the ωB97M-V functional and the def2-TZVPD basis

```
14
Properties=species:S:1:pos:R:3:lowdin_charge:R:1
C -2.03 0.06 -1.13 0.2616
C -0.86 0.20 -0.64 -0.3197
C -0.25 0.13 0.73 -0.2678
C 0.62 -0.12 -0.47 -0.0979
C -0.38 1.40 1.39 -0.0538
N 0.74 -1.45 -1.17 0.2782
H -0.38 -0.79 1.32 0.1673
H 1.46 0.63 -0.56 0.1929
H -1.37 1.59 1.81 0.1150
H -0.28 2.31 0.68 0.1473
H 0.42 1.48 2.12 0.0941
H 0.99 -2.22 -0.62 0.1619
H 1.39 -1.40 -1.94 0.1862
H -0.07 -1.81 -1.53 0.1346
```

- calculated total energy (eV) = -6791.61956
- E_HOMO (Ha) = -0.5385
- HOMO-LUMO gap (hartree) = 0.361
- total charge = +1



No. 12
Molecular formula: C5H8N
Method: DFT, the ωB97M-V functional and the def2-TZVPD basis

```
14
Properties=species:S:1:pos:R:3:lowdin_charge:R:1
C 2.65 0.05 -0.84 -0.0727
C 1.93 -0.46 0.36 -0.0174
C 0.59 -0.51 0.40 0.0821
C -0.61 -0.47 0.16 -0.0486
N -1.76 -0.40 0.47 0.0433
C -2.75 0.20 -0.36 -0.0208
H 3.50 -0.57 -1.10 0.0774
H 3.15 1.16 -0.79 0.1662
H 2.02 -0.06 -1.77 0.1041
H 2.55 -0.90 1.12 0.1250
H -2.01 -0.74 1.43 0.2275
H -2.70 1.34 -0.45 0.1338
H -2.63 0.01 -1.40 0.0918
H -3.75 -0.08 -0.01 0.1083
```

- calculated total energy (eV) = -6794.40809
- E_HOMO (Ha) = -0.5465
- HOMO-LUMO gap (hartree) = 0.343
- SMILES = CC=C=C=[NH+]C
- total charge = +1



No. 13
Molecular formula: C5H8N
Method: DFT, the ωB97M-V functional and the def2-TZVPD basis

```
14
Properties=species:S:1:pos:R:3:lowdin_charge:R:1
C 2.67 -0.58 -0.18 0.0921
C 1.58 0.12 0.14 -0.0758
C 0.51 0.89 0.16 -0.0947
C -0.80 0.60 -0.52 -0.2029
C -0.76 -0.95 -0.63 0.1292
N -1.69 -0.05 0.42 0.1298
H 2.76 -1.51 0.32 0.0694
H 3.31 -0.29 -0.96 0.0708
H 0.56 1.65 0.98 0.1381
H -0.89 0.86 -1.57 0.1717
H -1.85 -1.21 -1.11 0.2009
H -0.22 -1.37 0.16 0.0900
H -1.20 -0.19 1.24 0.1167
H -2.66 0.05 0.58 0.1647
```

- calculated total energy (eV) = -6792.12427
- E_HOMO (Ha) = -0.5252
- HOMO-LUMO gap (hartree) = 0.376
- SMILES = C=C=C[C@H]1C[NH2+]1
- total charge = +1



No. 14
Molecular formula: C5H8N
Method: DFT, the ωB97M-V functional and the def2-TZVPD basis

```
14
Properties=species:S:1:pos:R:3:lowdin_charge:R:1
C -0.56 1.29 0.70 0.0147
C -0.96 0.15 0.16 -0.1085
C -0.79 -1.36 0.42 -0.0043
N 0.60 -1.11 -0.07 0.1051
C 0.16 0.09 -0.89 -0.0983
C 0.54 1.53 -0.31 -0.0512
H -1.03 2.03 1.42 0.1487
H -0.95 -1.82 1.38 0.1415
H -1.17 -2.00 -0.24 0.0855
H 1.11 -0.84 0.84 0.2232
H 1.17 -1.84 -0.49 0.1824
H 0.05 -0.15 -1.95 0.1694
H 0.32 2.34 -0.91 0.0967
H 1.52 1.69 -0.07 0.0952
```

- calculated total energy (eV) = -6793.51430
- E_HOMO (Ha) = -0.5167
- HOMO-LUMO gap (hartree) = 0.378
- SMILES = C1=C2C[NH2+][C@@H]2C1
- total charge = +1



No. 15
Molecular formula: C5H8N
Method: DFT, the ωB97M-V functional and the def2-TZVPD basis

```
14
Properties=species:S:1:pos:R:3:lowdin_charge:R:1
C -1.43 1.06 -0.75 -0.0232
C -0.23 0.56 -0.52 0.1687
C -2.91 -0.48 0.51 0.0898
C 1.88 -0.20 0.68 -0.0829
C 0.98 -0.20 -0.59 -0.2016
N -1.94 0.13 0.08 -0.0028
H -1.88 1.94 -1.30 0.1634
H -2.69 -1.32 1.27 0.1427
H -3.90 -0.08 0.40 0.1042
H 2.94 -0.39 0.37 0.0905
H 1.60 -0.84 1.58 0.0976
H 1.87 0.93 1.01 0.1173
H 0.74 -1.26 -1.01 0.1769
H 1.62 0.38 -1.30 0.1593
```

- calculated total energy (eV) = -6793.03509
- E_HOMO (Ha) = -0.5575
- HOMO-LUMO gap (hartree) = 0.379
- total charge = +1



No. 16
Molecular formula: C5H8N
Method: DFT, the ωB97M-V functional and the def2-TZVPD basis

```
14
Properties=species:S:1:pos:R:3:lowdin_charge:R:1
C 1.35 -0.59 0.56 0.2292
C 2.46 -1.15 0.93 0.0164
C -0.74 -0.74 -2.02 0.2415
C -1.15 0.00 -0.94 -0.2022
C -0.68 1.52 0.84 -0.0912
N -0.38 0.72 -0.23 -0.0264
H 2.68 -0.20 1.42 0.0911
H -1.36 -1.32 -2.64 0.0909
H 0.27 -0.69 -2.21 0.0672
H -2.22 -0.14 -0.63 0.1592
H -1.46 1.21 1.61 0.1411
H 0.25 1.68 1.26 0.0680
H -1.03 2.41 0.34 0.1358
H 3.08 -1.87 1.38 0.0795
```

- calculated total energy (eV) = -6789.54992
- E_HOMO (spin up / spin down) (Ha) = -0.5356 / -0.5221
- HOMO-LUMO gap (spin up / spin down) (hartree) = 0.287 / 0.263
- total charge = +1



No. 17
Molecular formula: C5H8N
Method: DFT, the ωB97M-V functional and the def2-TZVPD basis

```
14
Properties=species:S:1:pos:R:3:lowdin_charge:R:1
C -1.50 -0.31 -2.40 0.1373
C -0.79 -0.10 -1.12 -0.0774
N -1.63 -0.63 0.01 0.0990
C 0.58 0.39 0.00 0.1046
C 1.59 0.43 0.67 -0.1338
C 2.60 0.67 1.62 -0.0567
H -0.93 -0.10 -3.32 0.0825
H -2.55 -0.40 -2.42 0.0529
H -1.11 -1.30 0.47 0.1079
H -2.61 -1.00 -0.06 0.1899
H -1.92 0.11 0.76 0.2153
H 1.99 1.08 2.53 0.1549
H 3.28 1.33 1.21 0.0725
H 3.01 -0.15 2.03 0.0509
```

- calculated total energy (eV) = -6791.60522
- E_HOMO (Ha) = -0.5157
- HOMO-LUMO gap (hartree) = 0.355
- SMILES = C=C([NH3+])C#CC
- total charge = +1



No. 18
Molecular formula: C5H8N
Method: DFT, the ωB97M-V functional and the def2-TZVPD basis

```
14
Properties=species:S:1:pos:R:3:lowdin_charge:R:1
C 2.85 0.87 0.38 0.3517
N 1.99 0.19 0.03 0.1186
C 1.09 -0.78 -0.40 -0.1256
C -0.24 -0.68 0.52 -0.1209
C -1.51 0.14 0.16 -0.1488
C -1.82 1.23 -0.57 0.0515
H 3.68 1.47 0.75 0.1503
H 0.96 -0.65 -1.49 0.1644
H 1.51 -1.77 -0.26 0.1429
H 0.14 -0.50 1.63 0.1579
H -0.59 -1.70 0.36 0.1013
H -2.28 -0.29 0.74 0.0856
H -2.77 1.60 -0.44 0.0468
H -1.10 1.80 -0.99 0.0242
```

- calculated total energy (eV) = -6794.53328
- E_HOMO (Ha) = -0.4965
- HOMO-LUMO gap (hartree) = 0.323
- SMILES = C#[N+]CCC=C
- total charge = +1



No. 19
Molecular formula: C5H8N
Method: DFT, the ωB97M-V functional and the def2-TZVPD basis

```
14
Properties=species:S:1:pos:R:3:lowdin_charge:R:1
C -2.94 0.76 -0.20 0.1044
C -2.10 -0.19 -0.04 -0.0018
C -1.24 -1.18 0.30 -0.0277
C 0.19 -1.08 0.19 -0.0169
N 0.74 0.02 -0.24 0.0116
C 2.18 0.28 -0.04 0.0072
H -3.51 1.23 0.52 0.0792
H -3.33 0.99 -1.14 0.0855
H -1.79 -1.94 0.68 0.0858
H 0.86 -1.93 0.54 0.1850
H 0.11 0.70 -0.66 0.1652
H 2.33 1.33 -0.34 0.1100
H 2.73 -0.55 -0.53 0.1209
H 2.25 0.26 1.03 0.0917
```

- calculated total energy (eV) = -6795.42807
- E_HOMO (Ha) = -0.5320
- HOMO-LUMO gap (hartree) = 0.334
- SMILES = C=C=C/C=[NH+]/C
- total charge = +1



No. 20
Molecular formula: C5H8N
Method: DFT, the ωB97M-V functional and the def2-TZVPD basis

```
14
Properties=species:S:1:pos:R:3:lowdin_charge:R:1
C -0.72 -0.97 0.56 -0.0263
C -0.71 0.33 -0.17 -0.0876
N -1.99 0.88 -0.36 0.2392
C 0.79 0.83 -0.29 -0.0918
C 1.89 0.04 0.58 0.0358
C 1.87 -0.27 -0.65 0.0213
H 0.02 -0.96 1.42 0.1183
H -0.24 -1.70 -0.05 0.0858
H -1.74 -1.36 0.72 0.1084
H -2.86 0.47 -0.34 0.1027
H -1.86 1.78 -0.77 0.1260
H 1.02 1.69 -0.83 0.0917
H 2.27 0.21 1.60 0.1388
H 2.25 -0.95 -1.41 0.1377
```

- calculated total energy (eV) = -6794.21158
- E_HOMO (Ha) = -0.5581
- HOMO-LUMO gap (hartree) = 0.380
- SMILES = CC(=[NH2+])C1C=C1
- total charge = +1



Calculated max |F| in order - 1.79 2.69 1.95 3.54 3.79 2.98 1.41 2.91 4.90 4.28 3.99 6.04 7.65 4.32 3.88 4.18 7.80 4.53 3.57 8.84 eV Å⁻¹
Calculated molar mass in order - 117.1 133.2 133.2 151.1 324.2 209.0 279.1 316.7 82.1 82.1 82.1 82.1 82.1 82.1 82.1 82.1 82.1 82.1 82.1 82.1 g mol⁻¹
Calculated energy relative to the best compared isomer or geometry (same formula, charge and spin) in order - 16.49 36.32 14.30 63.18 0.00 56.90 0.00 0.00 90.30 100.83 149.18 84.87 137.54 105.48 116.53 196.90 149.51 81.98 61.35 89.40 kcal/mol